1.
{"formula": "C41H34I2N2O5PTi", "method": "the ωB97M-V functional and the def2-TZVPD basis", "elements": ["Ti", "I", "C", "C", "C", "I", "C", "O", "C", "C", "N", "C", "C", "C", "C", "C", "C", "N", "C", "H", "H", "H", "H", "H", "H", "H", "H", "H", "H", "H", "C", "O", "C", "C", "C", "C", "C", "C", "O", "C", "O", "C", "H", "H", "H", "H", "H", "H", "H", "H", "H", "O", "C", "C", "C", "C", "C", "C", "C", "P", "C", "C", "C", "C", "C", "C", "C", "C", "C", "C", "C", "C", "H", "H", "H", "H", "H", "H", "H", "H", "H", "H", "H", "H", "H", "H"], "positions_angstrom": [[11.432271, 11.658944, 13.077992], [6.497428, 16.166628, 16.706644], [7.442078, 14.833069, 15.391568], [7.535521, 15.130457, 14.039123], [8.174618, 14.238577, 13.174315], [8.306103, 14.568974, 11.160736], [8.782087, 13.049696, 13.699068], [9.475029, 12.247767, 12.917975], [8.616407, 12.779633, 15.051289], [9.297910, 11.555221, 15.603624], [10.775840, 11.645564, 15.284526], [11.417116, 12.859378, 15.897198], [11.326992, 14.002469, 14.962548], [11.039649, 15.274549, 15.391791], [10.943655, 16.309527, 14.463252], [11.283510, 16.039705, 13.147240], [11.527967, 14.740348, 12.746213], [11.482733, 13.723017, 13.636370], [8.023493, 13.689842, 15.909094], [7.056743, 15.997915, 13.583359], [8.996674, 10.599684, 15.116402], [9.141302, 11.598729, 16.706213], [11.277720, 10.859245, 15.736312], [12.502327, 12.588490, 15.961709], [10.990326, 13.114519, 16.861057], [11.019170, 15.502336, 16.445501], [10.650982, 17.286349, 14.826824], [11.307303, 16.851309, 12.468471], [11.741885, 14.427281, 11.724355], [7.982127, 13.438944, 16.945041], [10.667093, 13.704042, 6.952132], [9.740157, 12.570288, 7.097058], [9.800380, 11.871512, 8.226757], [8.790614, 10.926450, 8.445716], [8.883300, 10.132253, 9.529984], [9.868254, 10.251190, 10.501855], [9.827376, 9.465560, 11.745849], [9.005862, 8.233731, 11.913159], [10.397414, 9.862901, 12.745501], [10.819772, 11.297009, 10.313567], [11.766151, 11.655434, 11.236923], [10.852469, 11.975151, 9.096091], [10.211962, 14.290108, 6.184306], [11.655614, 13.276187, 6.769672], [10.694970, 14.282483, 7.851705], [7.978375, 10.848195, 7.772477], [8.156086, 9.362644, 9.706250], [8.776315, 7.711703, 10.997102], [8.066822, 8.581641, 12.345237], [9.495792, 7.573492, 12.633280], [11.631314, 12.744683, 8.985897], [13.219353, 11.897246, 13.642291], [13.082085, 10.522217, 13.403657], [13.730181, 9.532138, 14.327091], [13.661771, 9.227639, 15.689732], [14.275275, 8.083689, 16.122188], [14.863711, 7.183185, 15.232283], [14.942773, 7.450510, 13.885046], [14.365473, 8.641273, 13.435767], [13.901011, 9.594968, 12.014781], [15.210485, 10.657172, 11.409709], [14.828484, 11.873831, 10.913758], [15.835390, 12.764447, 10.548610], [17.159809, 12.412319, 10.603474], [17.567060, 11.200879, 11.142967], [16.584193, 10.315890, 11.535747], [13.193461, 8.626827, 10.719033], [13.214112, 9.072040, 9.408407], [12.677484, 8.230219, 8.468206], [12.182833, 6.987043, 8.792430], [12.161797, 6.548612, 10.105671], [12.679114, 7.382344, 11.092119], [13.123327, 9.908404, 16.339861], [14.203790, 7.830213, 17.170235], [15.303075, 6.297039, 15.667623], [15.543485, 6.782571, 13.269837], [13.798412, 12.170738, 10.820271], [15.563445, 13.755465, 10.249532], [17.941798, 13.119103, 10.299995], [18.646206, 10.991541, 11.147563], [16.754555, 9.286670, 11.939800], [13.662202, 9.978006, 9.123569], [12.602799, 8.595203, 7.460100], [11.761788, 6.367562, 8.023280], [11.801731, 5.538815, 10.319981], [12.747433, 7.052380, 12.138969]], "forces_ev_per_a": [[-1.3432, 0.5172, 0.5773], [0.0713, -0.0533, -0.1568], [0.1329, 0.4424, 0.4355], [-0.1968, -0.3819, -0.9817], [0.3282, -0.6964, 1.5965], [-0.0451, 0.1504, -0.5865], [-0.4545, 0.7146, -1.4540], [0.1161, -0.2366, 0.2021], [0.5683, -0.4340, 0.3095], [0.6685, 0.0664, -0.2042], [0.6330, -0.1734, 1.1711], [0.9282, -1.2130, -0.7135], [-0.3510, 0.2839, -1.4877], [0.4437, 0.7174, -0.1742], [0.3869, -0.7313, 0.4551], [-0.3675, 0.0536, 0.3547], [-0.0264, -0.9584, 0.8811], [0.2972, 1.3207, 0.6371], [-0.4262, -0.1274, -0.8427], [0.1360, -0.0748, 0.4281], [-0.2201, 0.6874, 0.5851], [0.1657, -0.6323, -0.6655], [-0.7444, 0.3096, -0.4393], [-0.7961, 0.3389, 0.3385], [0.0307, -0.0728, 0.2319], [-0.4603, -0.1320, 0.1716], [0.1594, 0.1058, -0.3034], [-0.0001, 0.4554, -0.8206], [-0.1281, 0.3380, 0.1819], [-0.1506, 0.0938, 0.6376], [-0.6934, -1.8429, 0.2969], [0.1582, 1.2872, -0.2905], [0.0594, -0.5060, -0.7021], [0.3898, 0.5041, -0.1926], [-0.2566, -1.0718, 0.6053], [1.0384, 0.6300, 0.8831], [-0.6823, 0.4687, -1.6093], [-0.1411, -0.0443, 0.0086], [1.2385, 0.1485, 1.4990], [0.5311, -0.2380, 0.4222], [-1.0395, -0.5159, -1.0285], [0.7951, 0.9300, 1.2809], [0.2704, 0.2447, -0.7411], [-0.0489, 0.4466, -0.4466], [-0.0684, 0.3580, 0.6589], [-0.5787, -0.0440, -0.6372], [-0.4398, -0.1477, -0.1646], [0.0601, -0.1486, -0.2368], [-0.1530, -0.1230, 0.1095], [-0.1059, 0.1105, -0.1335], [-0.4363, -0.5543, 0.0168], [-0.1611, -1.8797, -1.0016], [0.4669, 0.9969, 1.0503], [-0.5267, -1.0336, -0.5140], [-0.1398, 1.2645, -0.7522], [-0.4887, -0.4438, 0.2879], [0.3128, 0.1061, 0.6293], [0.4309, 0.0919, -0.3217], [0.0083, -0.1171, 0.7409], [1.3774, 0.7900, 0.6038], [0.7916, -0.9026, 0.1010], [0.5855, 0.9986, -0.2743], [-0.4476, 0.0461, -0.1273], [0.9143, 0.6597, 0.2672], [0.2726, -0.3776, -0.4618], [-1.0161, -1.4185, 0.4784], [-0.0694, 0.0498, 0.7006], [-0.4493, -1.2842, 0.5034], [-0.1992, 0.4286, -0.7988], [-0.4487, -0.1146, 0.2094], [0.2648, -0.2888, 0.2112], [-0.0949, -0.3836, 0.0808], [0.2079, -0.1562, 0.2885], [0.1539, -0.0785, 0.0723], [0.1019, -0.1189, -0.2421], [-0.4520, 0.1065, -0.2037], [-0.1541, -0.0462, 0.1141], [-0.0970, 0.3682, -0.3473], [-0.4658, -0.2026, 0.0508], [-0.6808, -0.2138, 0.2807], [0.3955, 1.1330, -0.3347], [0.3752, 1.1573, -0.1895], [0.1289, -0.1327, -0.3913], [-0.0359, -0.2010, -0.2538], [0.0737, 0.4362, 0.1311], [-0.1881, 0.1910, -0.5505]], "e_lumo_ev": -2.31, "de_lowest_ev": 0.000, "charge": 1, "fmax_ev_per_a": 2.14, "gap_ev": 7.53}



2.
{"formula": "C28H30F4N3", "method": "the ωB97M-V functional and the def2-TZVPD basis", "elements": ["C", "C", "C", "N", "C", "N", "N", "H", "H", "H", "H", "H", "H", "H", "H", "H", "H", "F", "C", "C", "C", "C", "C", "C", "H", "H", "H", "H", "H", "F", "C", "C", "C", "C", "C", "C", "H", "H", "H", "H", "H", "F", "C", "C", "C", "C", "C", "C", "H", "H", "H", "H", "H", "F", "C", "C", "C", "C", "C", "C", "H", "H", "H", "H", "H"], "positions_angstrom": [[1.864212, 0.707787, -2.151147], [0.382252, 1.188194, -2.366347], [-0.183017, 2.392028, -1.561556], [-1.658269, 2.156707, -1.842464], [-1.845891, 0.789447, -2.174949], [-2.974712, 0.107582, -2.469908], [-0.597348, 0.094008, -2.140956], [2.195863, 0.245051, -3.126119], [1.967037, -0.100594, -1.372202], [2.595172, 1.521391, -1.928245], [0.313250, 1.505108, -3.442332], [0.059431, 3.409891, -1.966059], [-0.174244, 2.318053, -0.441691], [-1.835985, 2.694628, -2.709664], [-3.195053, -0.033437, -3.453462], [-3.585787, -0.246045, -1.736686], [-0.457030, -0.617190, -2.862296], [-2.120738, 5.133189, -3.630807], [-1.222573, 6.131280, -3.454443], [0.075266, 5.966458, -3.910672], [0.996649, 6.991735, -3.733066], [0.613641, 8.164510, -3.092586], [-0.690377, 8.316021, -2.634581], [-1.616091, 7.296640, -2.820806], [0.358487, 5.041916, -4.401046], [2.011555, 6.875999, -4.093054], [1.333502, 8.961601, -2.950782], [-0.986553, 9.228570, -2.132294], [-2.638051, 7.401989, -2.478245], [-6.451141, -4.455775, -0.528078], [-5.316615, -4.417770, -1.237116], [-4.600823, -3.235104, -1.307435], [-3.419787, -3.197145, -2.039954], [-2.974775, -4.337609, -2.700720], [-3.706382, -5.517495, -2.625365], [-4.881403, -5.560649, -1.885209], [-4.968974, -2.355657, -0.791541], [-2.847130, -2.281902, -2.095836], [-2.055939, -4.305973, -3.275043], [-3.361637, -6.403944, -3.143193], [-5.459142, -6.472977, -1.808453], [5.984969, 0.854194, 2.705731], [5.013474, -0.034886, 2.450490], [3.718753, 0.413332, 2.255474], [2.713176, -0.508200, 1.986125], [3.012640, -1.865358, 1.925480], [4.316936, -2.302230, 2.128243], [5.325299, -1.382350, 2.386996], [3.504084, 1.473382, 2.314836], [1.696294, -0.168833, 1.824378], [2.227464, -2.582553, 1.719996], [4.548063, -3.359415, 2.085121], [6.348105, -1.703610, 2.539029], [2.229448, -3.974299, 3.843702], [1.642996, -3.651746, 5.010905], [2.225560, -4.059650, 6.197983], [1.621972, -3.721721, 7.402931], [0.438928, -2.989803, 7.406253], [-0.138176, -2.590543, 6.206294], [0.469544, -2.918228, 5.000341], [3.142319, -4.635686, 6.175107], [2.072719, -4.029005, 8.338519], [-0.032840, -2.730789, 8.346746], [-1.061605, -2.024115, 6.209777], [0.039028, -2.608404, 4.055951]], "forces_ev_per_a": [[0.0294, -0.6365, -0.4102], [2.5229, 0.7623, 0.2389], [-1.3599, -1.0373, 0.3022], [-0.0129, -2.0111, -1.7058], [3.8356, -0.3561, 0.8855], [-0.3881, 0.6444, -0.2679], [-2.2829, 3.4868, -1.3052], [-0.2281, 0.4213, 1.0283], [-0.2699, 1.0141, -0.5882], [-0.8341, -0.4878, -0.1133], [-0.0616, -0.2963, 0.7268], [0.1227, -1.0936, 0.6254], [0.8716, 0.1481, -1.0388], [-1.2479, 0.1033, 0.7300], [-0.0665, -0.3202, 0.5266], [-0.0147, 0.5486, -0.4374], [-0.6560, -0.5216, 0.7653], [-0.0435, -0.2737, 0.0262], [0.6235, 0.6944, 0.1132], [-0.1093, -0.3141, -0.0254], [-0.1766, 0.1094, 0.1498], [0.0454, 0.0195, -0.0060], [0.1535, -0.1909, -0.1307], [-0.2978, -0.1082, 0.0587], [-0.0291, 0.0473, -0.0698], [-0.0664, -0.0249, 0.0070], [-0.0525, -0.0489, -0.0145], [-0.0234, -0.0635, -0.0417], [0.0249, -0.0246, -0.0206], [-0.0392, 0.0266, 0.0321], [0.3859, -0.0178, -0.2578], [0.0028, 0.2389, 0.0563], [-0.1612, -0.4667, -0.0408], [0.0791, 0.0751, -0.0386], [-0.0317, 0.2337, 0.0965], [-0.0644, -0.1356, -0.0064], [-0.0673, -0.0911, 0.0596], [0.0312, -0.1199, 0.0260], [-0.0517, -0.0371, 0.0338], [-0.0370, 0.0334, 0.0535], [-0.0171, 0.0567, 0.0139], [0.0471, 0.0635, 0.0056], [-0.4055, -0.3688, -0.0987], [-0.0422, 0.2500, -0.0205], [0.2931, -0.2242, -0.0206], [-0.1255, 0.0660, -0.1423], [-0.0810, 0.2449, -0.0326], [0.1556, -0.0655, 0.0239], [0.0622, -0.0215, 0.0297], [0.0371, 0.0160, 0.0667], [0.0695, 0.0261, 0.0503], [-0.0002, 0.0654, 0.0221], [-0.0250, 0.0509, 0.0219], [0.0131, -0.1364, -0.0685], [-0.2822, 0.1662, 0.6114], [0.1907, -0.0994, -0.0467], [-0.1953, 0.1201, -0.1973], [-0.0075, 0.0067, 0.0618], [0.2126, -0.1203, 0.0820], [-0.0347, 0.0360, -0.1997], [-0.0252, 0.0294, -0.0354], [-0.0057, -0.0091, -0.0710], [0.0257, -0.0164, -0.0629], [0.0562, -0.0223, -0.0237], [0.0293, -0.0438, 0.0078]], "e_lumo_ev": -4.79, "charge": 1, "fmax_ev_per_a": 4.37, "gap_ev": 5.97}



3.
{"formula": "C2KLiO4", "method": "the ωB97M-V functional and the def2-TZVPD basis", "elements": ["O", "C", "O", "O", "O", "C", "Li", "K"], "positions_angstrom": [[-2.043868, 0.357167, 1.713689], [-2.224733, 0.621360, 0.620934], [-2.367548, 0.886923, -0.639604], [1.697660, -0.675563, -2.351821], [2.021168, 1.410145, -1.149245], [1.803159, 0.382135, -1.695228], [1.705597, -1.074457, 0.649549], [-0.591435, -1.907709, 2.851726]], "forces_ev_per_a": [[-0.0659, -0.2380, 1.4740], [-0.7859, 2.0056, -10.1943], [0.8209, -1.7311, 8.7020], [0.3712, 5.5982, 3.6265], [-0.7522, -2.5294, -1.2749], [0.3649, -2.8946, -2.5539], [0.0065, -0.2000, 0.1993], [0.0405, -0.0107, 0.0212]], "e_lumo_ev": -0.43, "de_lowest_ev": 3.568, "fmax_ev_per_a": 10.42, "gap_ev": 4.11}



4.
{"formula": "C5H4N2O", "method": "the ωB97M-V functional and the def2-TZVPD basis", "elements": ["C", "C", "C", "C", "C", "H", "H", "H", "H", "N", "N", "O"], "positions_angstrom": [[-0.755581, -1.020027, 1.450327], [-0.005004, -0.275063, 0.513865], [0.504429, -0.723207, -0.665361], [0.831661, 0.220191, -1.797542], [-0.336202, 1.107934, 0.600093], [-0.265884, -0.458961, 2.859732], [0.894493, -1.758991, -0.663362], [1.416909, -0.293703, -2.629374], [-1.119710, 1.728997, 1.133578], [0.693148, 1.523295, -1.560321], [-0.119337, 2.032616, -0.414213], [-1.738920, -2.083081, 1.172577]], "forces_ev_per_a": [[-4.8667, -6.6796, 3.3404], [-1.4028, 1.4069, -1.4039], [1.5716, 0.2898, -1.6828], [0.2791, -0.8368, 3.9855], [-1.3746, 4.6552, -3.6274], [-2.0274, -1.9374, -3.6148], [-0.7962, 0.5097, -0.5482], [-0.9457, 1.6358, 0.7418], [1.1183, -1.8883, 0.8895], [-1.6599, -0.1833, 0.2851], [2.8158, -4.7107, -0.4604], [7.2885, 7.7387, 2.0952]], "e_lumo_ev": -1.64, "de_lowest_ev": 6.931, "fmax_ev_per_a": 10.84, "gap_ev": 8.56}